A single CH4N2Si molecule. Source: OMol25; level of theory: wB97M-V/def2-TZVPD.

Structure (XYZ):
```
8
Properties=species:S:1:pos:R:3:forces:R:3:nbo_charge:R:1
N -1.558882 -1.961583 -0.923710 0.48 0.22 -0.20 -0.390
C -0.901471 -1.007662 -0.937841 -1.75 -1.57 -0.21 0.406
N -0.212229 0.091040 -0.810443 2.44 -0.94 2.71 -1.004
Si 0.581642 0.404188 0.788506 0.74 0.81 -1.29 1.013
H -0.465729 0.877598 -1.297232 -0.77 1.88 -1.60 0.420
H -0.273862 -0.415221 1.754062 0.52 0.98 -0.31 -0.125
H 0.761307 1.929829 0.468669 -0.66 -1.04 1.09 -0.157
H 2.069224 0.081810 0.957988 -1.00 -0.34 -0.19 -0.163
```
Positions in Å, forces in eV/Å.

As for the LUMO energy: 0.281 eV. For the orbital gap, the calculation gives 10.28 eV. Its HOMO energy is -10.00 eV. The SMILES is N#CN[SiH3].

***

A molecular structure, CH4N3. Source: OMol25; level of theory: wB97M-V/def2-TZVPD.

Structure (XYZ):
```
8
Properties=species:S:1:pos:R:3:forces:R:3:nbo_charge:R:1
C 0.185447 -0.047027 0.020538 -4.46 -0.72 -0.13 0.703
N 1.350593 -0.802575 0.046065 -0.72 -0.36 1.57 -0.397
N 1.166832 0.719684 -0.011092 -0.04 0.02 -1.22 -0.384
N -1.784511 -0.039855 -0.179996 3.78 -1.36 -1.13 -0.620
H 1.810961 -1.284591 -0.733252 -0.62 0.76 -0.65 0.429
H 1.684084 1.488189 0.359213 0.35 0.52 0.56 0.481
H -2.211805 -0.831419 0.322208 1.07 -0.04 0.22 0.399
H -2.201598 0.797594 0.176312 0.64 1.18 0.79 0.388
```
Positions in Å, forces in eV/Å.

As for the LUMO energy: -6.334 eV. For the orbital gap, the calculation gives 10.06 eV. Its charge is +1. Its HOMO energy is -16.40 eV.

***

2 unconnected molecules or ions with the total composition CH4N3. Source: OMol25; level of theory: wB97M-V/def2-TZVPD.

Structure (XYZ):
```
8
Properties=species:S:1:pos:R:3:forces:R:3:nbo_charge:R:1
C -1.134391 -0.648483 0.024165 -0.14 0.02 -0.61 0.402
N -1.498617 0.486482 -0.318826 -1.00 -0.87 -0.78 -0.204
N -0.345291 0.351205 0.632616 0.81 0.19 1.94 -0.160
N 0.934234 0.662723 -0.029809 0.57 0.05 -0.82 -0.569
H -1.709150 -3.133863 0.186914 0.20 0.94 -0.08 0.176
H 1.674622 0.049421 0.348150 -0.25 0.15 -0.08 0.455
H 1.158196 1.640195 0.226218 -0.12 -0.40 -0.05 0.460
H 0.920394 0.592322 -1.069430 -0.07 -0.07 0.47 0.439
```
Positions in Å, forces in eV/Å.

As for the LUMO energy (alpha / beta): -8.175 / -4.514 eV. For the orbital gap (alpha / beta), the calculation gives 7.57 / 11.75 eV. Its charge is +1. Its HOMO energy (alpha / beta) is -15.75 / -16.26 eV.

***

A molecular structure, CH4N3. Source: OMol25; level of theory: wB97M-V/def2-TZVPD.

Structure (XYZ):
```
8
Properties=species:S:1:pos:R:3:forces:R:3:nbo_charge:R:1
C 0.126520 0.265552 0.078635 -1.23 2.02 5.73 -0.534
N 3.187165 -1.296176 0.592496 0.43 -0.11 0.17 0.267
N 2.116654 -1.308145 0.399895 -0.58 0.03 -0.37 0.084
N 0.641940 -0.820099 -0.471464 2.37 -4.54 -1.63 -0.189
H -0.767022 0.213233 0.746410 0.10 -0.38 -0.98 0.269
H 0.785008 0.799248 0.895597 -0.51 -0.97 -1.59 0.365
H 0.167895 0.974536 -0.662354 -0.41 2.21 -1.87 0.293
H 0.276118 -1.820259 -0.466368 -0.17 1.73 0.54 0.445
```
Positions in Å, forces in eV/Å.

As for the LUMO energy: -7.862 eV. For the orbital gap, the calculation gives 9.46 eV. Its charge is +1. Its HOMO energy is -17.33 eV.

***

2 unconnected molecules or ions with the total composition CH4N3O. Source: OMol25; level of theory: wB97M-V/def2-TZVPD.

Structure (XYZ):
```
9
Properties=species:S:1:pos:R:3:forces:R:3:nbo_charge:R:1
C 0.212404 0.545516 0.874242 0.02 0.23 -0.81 -0.583
N -0.853950 -1.850913 -2.497252 1.37 -0.53 0.56 -0.615
N -0.807297 0.476042 -0.031744 -2.36 -0.15 -1.55 -0.291
N -0.261919 -1.343137 -1.488952 0.20 0.15 0.74 0.171
O 0.845585 -1.783720 -1.097330 -0.13 -0.17 -0.51 -0.599
H -0.317908 0.694420 1.844647 1.14 -0.11 0.15 0.182
H 0.810684 1.392290 0.479918 0.58 0.09 1.13 0.173
H 0.794315 -0.378563 0.715987 0.25 -0.17 0.57 0.268
H -1.710215 -1.346070 -2.494425 -1.06 0.67 -0.27 0.296
```
Positions in Å, forces in eV/Å.

As for the LUMO energy (alpha / beta): 4.624 / 4.630 eV. For the orbital gap (alpha / beta), the calculation gives 7.18 / 7.17 eV. Its charge is -1. Its HOMO energy (alpha / beta) is -2.56 / -2.54 eV.

***

A gas-phase ion, CH4N3O (charge +1). Source: OMol25; level of theory: wB97M-V/def2-TZVPD.

Structure (XYZ):
```
9
Properties=species:S:1:pos:R:3:forces:R:3:nbo_charge:R:1
N 1.621639 0.008240 0.048159 -1.47 1.38 -0.54 -0.688
C 0.380067 -0.412607 0.034954 -0.89 -3.22 -0.31 0.401
N -0.706393 0.362757 0.019986 2.04 2.67 0.34 -0.463
N -1.889615 -0.390975 0.009887 -1.34 -2.17 -0.02 0.291
O -2.923344 0.140516 0.015468 0.66 1.01 0.02 -0.157
H 2.417292 -0.615706 -0.161942 -0.62 0.71 0.36 0.473
H 1.643157 1.057734 -0.040062 1.19 -1.57 0.16 0.434
H 0.063248 -1.575284 0.002893 1.14 2.76 0.12 0.282
H -0.606053 1.425327 0.070659 -0.72 -1.57 -0.12 0.427
```
Positions in Å, forces in eV/Å.

As for the LUMO energy: -5.377 eV. For the orbital gap, the calculation gives 9.94 eV. Its charge is +1. Its HOMO energy is -15.32 eV. The SMILES is N/C=[NH+]/N=O.

***

2 unconnected molecules or ions with the total composition CH4N3O2. Source: OMol25; level of theory: wB97M-V/def2-TZVPD.

Structure (XYZ):
```
10
Properties=species:S:1:pos:R:3:forces:R:3:nbo_charge:R:1
C -1.642933 1.275076 0.640886 1.12 1.11 3.89 -0.537
N 1.197410 -0.013573 -0.720272 1.06 1.07 -2.63 -0.171
N 1.098531 0.378456 0.449344 -0.66 1.71 3.18 -0.489
N 1.004545 -1.270024 -1.065911 -0.64 -1.01 1.17 0.511
O 0.734866 -2.136500 -0.211449 -0.28 -0.52 0.84 -0.584
O 1.108430 -1.533552 -2.257218 0.18 -0.32 -1.74 -0.511
H -1.615295 0.460301 0.044293 -0.58 -2.86 -1.67 0.152
H -1.483026 1.021943 1.794548 -0.52 0.96 -2.68 0.156
H -1.039884 2.021584 0.155905 -0.03 0.80 0.48 0.174
H 0.637357 -0.203712 1.169874 0.35 -0.94 -0.84 0.298
```
Positions in Å, forces in eV/Å.

As for the LUMO energy (alpha / beta): 4.408 / 3.272 eV. For the orbital gap (alpha / beta), the calculation gives 8.83 / 5.74 eV. Its charge is -1. Its HOMO energy (alpha / beta) is -4.42 / -2.47 eV.

***

2 unconnected molecules or ions with the total composition CH4N3O3. Source: OMol25; level of theory: wB97M-V/def2-TZVPD.

Structure (XYZ):
```
11
Properties=species:S:1:pos:R:3:forces:R:3:nbo_charge:R:1
C 1.270550 0.652393 -0.372428 2.08 -0.58 4.93 0.801
N 1.071988 0.346767 -1.560888 -2.59 -0.44 -5.20 -0.790
N 1.665722 0.670688 0.718374 -0.27 0.85 -2.01 -0.487
N -1.383440 -0.337808 1.040493 1.08 -0.48 -3.85 0.765
O -2.300071 -1.258990 0.784372 -1.50 -1.00 1.53 -0.456
O -1.234519 0.103971 2.089122 -0.36 0.67 2.66 -0.237
O -0.735129 -0.054837 0.021248 -0.95 -0.03 -0.12 -0.541
H 1.472571 0.889109 -2.320882 0.54 0.10 0.30 0.462
H 0.126954 -0.016201 -1.891945 1.53 0.46 1.17 0.482
H 2.151056 0.648292 1.576749 0.29 0.14 0.77 0.487
H -2.105683 -1.643385 -0.084214 0.14 0.31 -0.16 0.514
```
Positions in Å, forces in eV/Å.

As for the LUMO energy: -4.060 eV. For the orbital gap, the calculation gives 12.02 eV. Its charge is +1. Its HOMO energy is -16.08 eV.

***

A single CH4N4 molecule. Source: OMol25; level of theory: wB97M-V/def2-TZVPD.

Structure (XYZ):
```
9
Properties=species:S:1:pos:R:3:forces:R:3:nbo_charge:R:1
C 0.284216 1.522913 0.601047 -2.09 -2.77 -2.05 -0.092
N -0.038380 0.729578 1.534515 0.33 -0.03 0.54 -0.258
N -0.670201 -0.446358 1.316902 -0.98 -0.65 0.90 -0.156
N 0.329231 -1.050261 -0.693932 -0.30 -0.90 -1.39 -0.555
N -0.495795 -1.186913 0.285958 1.18 -3.01 0.59 -0.032
H 0.550964 2.472665 0.887148 1.11 2.03 0.33 0.184
H -0.026455 1.192732 -0.417988 0.79 1.06 0.47 0.184
H 0.338597 -1.935040 -1.306027 -0.22 1.53 1.58 0.336
H -0.830129 -2.213942 0.563759 0.17 2.75 -0.97 0.389
```
Positions in Å, forces in eV/Å.

As for the LUMO energy (alpha / beta): 0.260 / 0.261 eV. For the orbital gap (alpha / beta), the calculation gives 8.90 / 8.90 eV. Its HOMO energy (alpha / beta) is -8.64 / -8.64 eV.

***

A single CH4N4 molecule. Source: OMol25; level of theory: wB97M-V/def2-TZVPD.

Structure (XYZ):
```
9
Properties=species:S:1:pos:R:3:forces:R:3:nbo_charge:R:1
C 0.917737 -0.355345 0.380373 -2.53 2.15 -0.37 -0.127
N 0.577928 -0.920203 -0.894422 1.65 0.10 -1.79 -0.266
N -0.448232 -0.421086 -1.374787 0.92 -1.41 -0.43 0.042
N -0.983119 0.433865 -0.587091 -2.04 1.99 1.95 -0.305
N -0.209237 0.879629 0.573594 1.91 -2.41 -1.04 -0.485
H 0.611145 -1.187254 0.913588 -0.26 -1.21 2.62 0.189
H 1.937831 -0.068992 0.569572 0.17 0.33 -0.32 0.209
H -1.682265 1.012051 -1.014128 0.15 0.56 0.20 0.390
H -0.721789 0.627336 1.433302 0.03 -0.10 -0.83 0.354
```
Positions in Å, forces in eV/Å.

As for the LUMO energy: 1.118 eV. For the orbital gap, the calculation gives 9.73 eV. Its HOMO energy is -8.61 eV. The SMILES is C1N=NNN1.

***

Number 1: DFT total energy -439.467672 Ha. Number 2: DFT total energy -204.251263 Ha. Number 3: DFT total energy -204.169007 Ha. Number 4: DFT total energy -204.344268 Ha. Number 5: DFT total energy -279.814970 Ha. Number 6: DFT total energy -279.650286 Ha. Number 7: DFT total energy -355.037656 Ha. Number 8: DFT total energy -430.038584 Ha. Number 9: DFT total energy -259.357108 Ha. Number 10: DFT total energy -259.398137 Ha.